Below is C6H4IN2PbSbSe4 as an isolated structure, with properties calculated with the ωB97M-V functional and the def2-TZVPD basis.

```
19
Properties=species:S:1:pos:R:3:forces:R:3:lowdin_charge:R:1
Pb -0.112 0.145 -0.548 0.472 -0.818 0.022 0.19
Se 1.368 -2.494 -4.522 0.000 0.002 0.164 -0.35
Sb 1.463 -2.591 -2.096 0.158 -0.299 -0.135 -0.42
Se -0.950 -2.468 -1.208 0.366 0.211 -0.049 -0.30
Se 2.558 -0.419 -1.259 -0.372 -0.223 -0.044 -0.29
Se 2.586 -4.504 -1.091 -0.091 0.163 -0.003 -0.37
I -1.578 2.647 -1.199 -0.643 1.089 -0.323 -0.40
N 2.991 1.890 5.516 0.021 0.002 0.029 0.14
C 2.149 1.342 4.957 -0.141 -0.069 -0.078 -0.18
C 1.071 0.665 4.283 0.141 0.112 -0.100 -0.21
C 0.075 0.026 5.010 -0.039 -0.055 0.170 -0.03
C -0.943 -0.612 4.330 -0.072 -0.022 -0.026 -0.05
C -0.937 -0.575 2.942 0.013 0.005 0.022 -0.11
N 0.005 0.051 2.248 0.213 -0.080 0.281 -0.02
C 0.997 0.648 2.891 -0.027 0.008 0.066 -0.07
H 0.111 0.031 6.092 -0.007 -0.012 -0.009 0.12
H -1.732 -1.130 4.857 0.015 -0.002 0.012 0.10
H -1.704 -1.068 2.355 0.003 0.000 0.020 0.12
H 1.760 1.125 2.284 -0.009 -0.012 -0.018 0.13
```
Positions in Å, forces in eV/Å.

* molar mass: 875.8 Da
* charge: -2
* calculated total energy: -10677.268514 a.u.
* HOMO: -1.3 eV

=====

Below is a 2-piece molecular cluster, C3H5BrFN overall, with properties calculated with the ωB97M-V functional and the def2-TZVPD basis.

```
11
Properties=species:S:1:pos:R:3:forces:R:3:lowdin_charge:R:1
C 1.534 -1.343 0.399 3.643 -1.044 -0.275 -0.07
C 1.204 -0.207 -0.091 -3.889 2.274 0.925 0.00
C -0.945 0.160 0.035 3.455 -3.375 -0.435 -0.41
N -1.002 1.363 -0.451 -1.139 2.622 -0.826 -0.27
F -1.322 -0.905 -0.791 -0.621 0.622 1.050 -0.04
Br -2.730 2.428 0.222 0.419 -0.351 -0.238 0.36
H 2.626 -1.393 0.689 -1.048 -0.081 0.101 0.09
H 1.147 -2.290 0.162 -1.185 -1.019 0.161 0.05
H 1.552 0.764 0.169 0.632 0.579 -0.300 0.05
H -0.924 -0.092 1.142 -0.619 0.582 -1.733 0.15
H -1.142 1.515 -1.486 0.352 -0.809 1.569 0.09
```
Positions in Å, forces in eV/Å.

* molar mass: 154.0 Da
* calculated total energy: -2845.754077 a.u.
* HOMO (alpha / beta): -8.5 / -8.7 eV

=====

Below is a 5-piece molecular cluster, C14H16F4O16 overall, with properties calculated with the ωB97M-V functional and the def2-TZVPD basis.

```
50
Properties=species:S:1:pos:R:3:forces:R:3:lowdin_charge:R:1
O -5.360 -3.346 1.199 0.408 -0.441 0.551 0.17
C -4.772 -3.934 2.055 -0.926 0.715 -0.864 -0.54
O -5.114 -3.908 3.373 0.302 -0.054 -0.559 0.08
C -4.259 -4.831 4.035 -0.264 0.003 0.920 -0.07
C -3.086 -4.902 3.107 0.388 -0.544 -0.170 -0.32
F -2.514 -6.131 3.136 0.170 -0.005 -0.035 0.08
O -3.671 -4.706 1.835 -0.131 0.480 0.461 0.13
H -4.771 -5.791 4.139 0.206 -0.041 -0.150 0.15
H -3.984 -4.470 5.027 -0.142 0.149 -0.139 0.14
H -2.325 -4.136 3.284 0.065 -0.149 -0.054 0.17
O 0.450 -0.509 -2.185 0.722 -0.123 -0.741 0.14
C 1.501 -0.405 -2.752 -0.698 0.062 0.597 -0.51
O 2.362 0.631 -2.575 -0.652 -0.653 -0.167 0.10
C 3.536 0.317 -3.316 0.782 0.699 0.006 -0.06
C 3.020 -0.643 -4.338 0.386 -0.541 -0.066 -0.32
F 3.965 -1.556 -4.671 -0.031 -0.065 -0.205 0.08
O 1.973 -1.306 -3.656 -0.287 0.679 0.089 0.15
H 4.275 -0.134 -2.648 -0.089 -0.191 -0.152 0.16
H 3.968 1.209 -3.765 -0.344 -0.201 0.407 0.09
H 2.629 -0.170 -5.243 0.085 -0.157 -0.035 0.17
O 5.036 3.034 -3.626 -0.035 0.088 -1.224 0.17
C 5.066 3.103 -4.821 -0.022 0.240 1.502 -0.52
O 4.376 2.271 -5.659 0.440 0.422 0.293 0.05
C 4.574 2.766 -6.979 -0.537 -0.546 -0.684 -0.06
C 5.852 3.534 -6.843 0.173 0.704 -0.339 -0.32
F 5.875 4.592 -7.686 0.153 -0.015 -0.019 0.08
O 5.798 4.016 -5.514 -0.194 -0.825 0.023 0.15
H 3.729 3.401 -7.259 0.214 0.149 0.017 0.15
H 4.653 1.950 -7.697 -0.027 -0.065 0.241 0.15
H 6.755 2.933 -6.980 0.014 0.166 -0.068 0.18
O -3.730 3.433 7.686 0.413 -0.514 -0.555 0.18
C -3.194 2.768 6.854 -0.421 0.940 1.134 -0.53
O -2.037 3.117 6.225 -0.568 -0.256 0.134 0.08
C -1.662 2.010 5.415 0.853 0.248 -0.436 -0.07
C -2.968 1.309 5.210 -0.119 -0.647 0.103 -0.33
F -2.789 -0.030 5.096 -0.125 -0.120 -0.144 0.07
O -3.666 1.568 6.410 0.260 0.530 -0.376 0.14
H -0.935 1.396 5.954 -0.206 -0.151 -0.052 0.15
H -1.214 2.342 4.478 -0.060 0.161 0.149 0.14
H -3.548 1.680 4.359 -0.020 -0.201 0.005 0.18
O 0.957 -0.291 1.595 -2.763 1.430 -2.068 0.06
C 0.216 0.120 0.695 2.659 -0.701 1.040 -0.24
O -1.009 0.820 0.873 0.998 -2.152 -0.096 0.00
C -2.063 -0.014 1.402 -1.538 0.242 0.534 -0.41
O -3.251 0.264 0.626 1.463 -0.835 0.690 0.02
O -1.757 -1.401 1.477 -0.332 1.099 -0.690 0.01
H 0.567 -0.020 -0.394 -1.166 0.665 1.663 0.12
H -2.283 0.348 2.466 0.368 -0.758 -1.548 0.16
H -3.415 -0.479 0.013 0.145 0.502 0.418 0.11
H -1.759 -1.821 0.587 0.033 0.575 0.659 0.13
```
Positions in Å, forces in eV/Å.

* molar mass: 516.3 Da
* calculated total energy: -2146.391345 a.u.
* SMILES string: O=C1OC[C@@H](F)O1.O=C1OC[C@@H](F)O1.O=C1OC[C@@H](F)O1.O=C1OC[C@@H](F)O1.O=COC(O)O
* HOMO: -10.2 eV

=====

Below is an isolated ion of composition C3H4NS and charge +1, with properties calculated with the ωB97M-V functional and the def2-TZVPD basis.

```
9
Properties=species:S:1:pos:R:3:forces:R:3:lowdin_charge:R:1
C -0.895 0.527 0.093 1.771 -2.274 -0.731 -0.26
C 1.591 1.316 -0.103 -4.730 0.090 0.033 -0.17
C 0.002 -0.722 -0.099 0.181 1.856 3.149 -0.31
N -0.546 1.690 -0.039 3.045 1.023 0.059 0.23
S 1.750 -0.220 0.064 0.160 -0.775 -0.843 1.15
H -1.898 0.163 0.107 -1.210 0.446 0.273 0.15
H 2.248 2.091 -0.251 1.573 1.796 0.015 0.03
H -0.031 -1.354 0.792 -0.926 -0.740 -0.633 0.09
H -0.288 -1.060 -1.047 0.137 -1.422 -1.323 0.09
```
Positions in Å, forces in eV/Å.

* molar mass: 86.1 Da
* charge: +1
* calculated total energy: -569.213930 a.u.
* HOMO: -15.6 eV

=====

Below is a single CH5N2P molecule, with properties calculated with the ωB97M-V functional and the def2-TZVPD basis.

```
9
Properties=species:S:1:pos:R:3:forces:R:3:lowdin_charge:R:1
C -0.049 -0.127 -1.613 1.607 -1.026 -0.877 -0.30
N -0.203 0.106 -0.241 -0.375 0.083 0.252 -0.41
P 0.885 -0.209 0.798 -0.819 0.719 0.836 0.78
N 0.048 0.391 2.133 1.905 -1.191 0.830 -0.26
H 0.951 0.202 -1.973 -0.371 -0.549 -0.133 0.07
H -0.238 -1.196 -1.834 0.263 0.450 -0.204 0.08
H -0.743 0.436 -2.150 -1.285 0.886 -1.027 0.03
H 0.259 -0.257 2.896 -0.618 0.792 0.307 0.00
H -0.910 0.653 1.984 -0.307 -0.164 0.016 0.02
```
Positions in Å, forces in eV/Å.

* molar mass: 76.0 Da
* calculated total energy: -491.944005 a.u.
* SMILES string: C/N=P/N
* HOMO: -9.0 eV

=====

Below is C10H20NO5PTl as an isolated structure, with properties calculated with the ωB97M-V functional and the def2-TZVPD basis.

```
38
Properties=species:S:1:pos:R:3:forces:R:3:lowdin_charge:R:1
C 6.796 -0.265 0.714 -0.436 0.356 -0.980 -0.07
C 5.885 0.829 0.686 0.412 1.189 0.454 -0.07
N 4.689 0.958 0.144 0.175 -1.853 -0.449 0.20
C 3.529 1.341 1.033 -0.249 1.097 -0.506 -0.46
O 3.731 1.420 2.192 0.072 -0.111 0.096 0.24
O 2.432 1.630 0.380 0.235 0.006 0.236 0.06
C 1.647 0.765 -0.491 -0.280 -0.321 -0.172 -0.10
C 0.166 1.137 -0.267 0.436 0.063 -0.036 -0.15
C -0.772 -0.044 0.046 -0.043 0.371 0.139 -0.16
P -2.414 0.250 -0.657 0.176 -0.052 -0.477 0.55
O -2.377 0.962 -1.971 -0.122 -0.047 0.119 -0.07
O -3.090 1.284 0.365 0.086 -0.568 0.384 -0.06
C -4.296 1.081 1.061 -0.622 0.903 -0.028 -0.14
C -4.018 0.272 2.408 0.049 -0.115 0.015 0.05
O -3.245 -1.060 -0.635 0.260 0.089 -0.024 -0.15
C -3.572 -1.827 -1.863 -0.381 -0.391 -0.264 -0.17
C -2.356 -2.191 -2.668 0.083 0.115 -0.134 -0.05
H 7.184 -0.534 1.689 1.284 1.410 -0.093 0.00
H 7.262 -0.671 -0.181 -0.207 -0.334 -0.002 0.10
H 6.225 1.744 1.183 -0.384 -0.391 1.071 0.18
H 4.448 0.199 -0.495 -0.203 0.147 -0.177 0.17
H 1.854 -0.280 -0.252 0.007 -0.035 0.185 0.13
H 1.930 0.941 -1.527 0.151 0.141 0.037 0.14
H 0.175 1.830 0.571 -0.228 0.091 0.000 0.14
H -0.175 1.682 -1.143 -0.042 0.035 -0.009 0.11
H -0.860 -0.184 1.124 -0.016 -0.201 0.021 0.11
H -0.462 -1.000 -0.387 -0.013 0.006 -0.141 0.11
H -5.048 0.567 0.458 0.219 -0.341 -0.064 0.15
H -4.660 2.067 1.337 0.113 0.101 -0.043 0.15
H -4.378 0.887 3.228 -0.040 0.087 -0.007 0.10
H -4.561 -0.668 2.357 0.078 -0.080 -0.087 0.10
H -2.951 0.113 2.525 0.031 -0.079 0.039 0.08
H -4.078 -2.718 -1.500 0.044 0.041 0.270 0.14
H -4.284 -1.253 -2.449 0.001 0.187 0.108 0.14
H -1.538 -2.580 -2.061 -0.037 -0.058 0.069 0.08
H -2.011 -1.334 -3.261 0.048 0.077 0.120 0.10
H -2.639 -2.969 -3.375 0.003 -0.030 -0.039 0.11
Tl 5.834 -2.380 1.682 -0.660 -1.508 0.367 1.23
```
Positions in Å, forces in eV/Å.

* molar mass: 469.6 Da
* charge: +3
* calculated total energy: -1336.525179 a.u.
* HOMO: -17.7 eV

=====

> The lowest calculated total energy belongs to which entry?

C6H4IN2PbSbSe4